Entry 1:
Computed, not measured: a gas-phase ion, C3H6NO2 (charge -1), with ωB97M-V with the def2-TZVPD basis set.

Summary:
- Net charge: -1
- LUMO energy: 4.19 eV
- SMILES: NCCC(=O)[O-]
- Energy relative to the best compared isomer or geometry (same formula, charge and spin): 0.481 eV
- HOMO level: -3.8 eV
- Total energy: -8794.7359 eV

Geometry as XYZ:
```
12
Properties=species:S:1:pos:R:3:lowdin_charge:R:1
C -0.4129 0.7318 0.1868 -0.313
C 0.2509 -0.5822 -0.1640 -0.170
C 0.5952 -1.5230 1.0165 -0.776
O 1.2955 -1.0644 1.9294 -0.082
O 0.1431 -2.6917 0.9279 -0.109
N -0.7649 1.5847 -0.9547 -0.040
H 0.3766 1.2632 0.7410 0.106
H -1.2808 0.6157 0.8365 0.103
H 1.1210 -0.4416 -0.8072 0.099
H -0.4424 -1.1594 -0.8013 0.094
H -0.0149 2.2446 -1.1127 0.041
H -0.8663 1.0223 -1.7982 0.047
```



Entry 2:
Computed, not measured: a single C3H6NO2 molecule, with ωB97M-V with the def2-TZVPD basis set.

Summary:
- Net charge: 0
- LUMO energy (alpha / beta): 0.88 / -1.86 eV
- 2S+1: 2
- <S²>: 0.755
- Energy relative to the best compared isomer or geometry (same formula, charge and spin): 0.796 eV
- HOMO level (alpha / beta): -10.1 / -10.3 eV
- Total energy: -8791.0396 eV

Geometry as XYZ:
```
12
Properties=species:S:1:pos:R:3:lowdin_spin:R:1
C -0.9414 -1.5783 -0.4754 0.003
N 0.0437 -0.6961 -0.7510 0.017
C -0.0378 0.6931 -0.3627 0.082
C 0.7834 0.9251 0.9918 0.090
O 0.6814 2.2489 1.2003 0.769
O -0.9487 -2.7761 -0.5735 0.011
H -1.8318 -1.0268 -0.0995 0.000
H 0.8648 -0.9787 -1.2513 0.000
H 0.4533 1.2879 -1.1282 0.001
H -1.0591 1.0143 -0.2086 0.000
H 0.1873 0.3542 1.7271 0.026
H 1.8049 0.5324 0.9310 0.000
```



Entry 3:
Computed, not measured: 2 unconnected molecules or ions with the total composition C3H6NO3, with ωB97M-V with the def2-TZVPD basis set.

Summary:
- Net charge: +1
- LUMO energy (alpha / beta): -5.77 / -6.97 eV
- Energy relative to the best compared isomer or geometry (same formula, charge and spin): 8.039 eV
- HOMO level (alpha / beta): -14.8 / -13.6 eV
- Total energy: -10825.9253 eV

Geometry as XYZ:
```
13
Properties=species:S:1:pos:R:3:lowdin_charge:R:1
C -1.3713 -0.8074 -0.6071 -0.284
C 1.3043 1.2868 -0.1911 -0.031
C 0.7159 0.0687 0.4622 0.003
N 0.3468 1.3717 1.0302 0.074
O -1.7647 0.1087 -1.2055 0.251
O -1.8404 -3.2293 -0.8947 0.146
O -1.1638 -1.9481 -0.2248 0.116
H 2.2163 1.7807 0.0304 0.104
H 0.9797 1.8396 -1.1244 0.147
H 1.3717 -0.4247 1.1351 0.100
H 0.8401 1.9535 1.6924 0.169
H -0.4645 1.8553 0.7354 0.140
H -1.1702 -3.8553 -0.8381 0.065
```



Entry 4:
Computed, not measured: 2 unconnected molecules or ions with the total composition C3H6NO4, with ωB97M-V with the def2-TZVPD basis set.

Summary:
- Net charge: -2
- LUMO energy (alpha / beta): 6.87 / 6.82 eV
- 2S+1: 2
- <S²>: 0.754
- Energy relative to the best compared isomer or geometry (same formula, charge and spin): 0.000 eV
- HOMO level (alpha / beta): 3.6 / 0.1 eV
- Total energy: -12885.9292 eV

Geometry as XYZ:
```
14
Properties=species:S:1:pos:R:3:lowdin_spin:R:1
O -1.7057 0.6509 2.1607 0.295
C -0.9272 0.4165 1.1348 0.457
C 0.5478 0.3927 1.3349 0.112
N 1.4702 0.3153 0.1543 0.006
C 1.0157 0.4916 -1.2351 0.003
O 1.5446 1.4500 -1.8332 0.002
O 0.2395 -0.3950 -1.6803 0.008
H -1.3116 0.4325 0.1102 0.040
H 0.8571 1.2923 1.9135 0.040
H 0.8284 -0.4555 1.9834 0.023
H 2.1420 1.0570 0.2453 0.002
H -2.1967 -1.4774 -1.4877 0.001
H -0.8207 -1.8739 -1.2891 0.002
O -1.6833 -2.2970 -1.5116 0.009
```



Entry 5:
Computed, not measured: a gas-phase ion, C3H6NO4S (charge -1), with ωB97M-V with the def2-TZVPD basis set.

Summary:
- Net charge: -1
- LUMO energy: 3.73 eV
- Energy relative to the best compared isomer or geometry (same formula, charge and spin): 1.658 eV
- HOMO level: -3.0 eV
- Total energy: -23723.0679 eV

Geometry as XYZ:
```
15
Properties=species:S:1:pos:R:3:lowdin_charge:R:1
C 0.9184 -0.5551 -0.2153 -0.513
C -0.7772 1.5274 -0.8394 -0.194
C -0.4689 -0.6441 -0.2974 -0.121
N 1.5058 -1.7155 0.2236 0.098
O 4.1357 -0.6814 -0.7852 -0.506
O 1.6249 0.5854 -0.2637 -0.305
O 4.0578 0.8274 1.1566 -0.505
O -1.4623 0.3352 -0.6505 -0.185
S 3.7160 0.6069 -0.2673 0.793
H -0.1729 1.7383 -1.7774 0.097
H -0.0182 1.6599 -0.0528 0.074
H -1.5232 2.3719 -0.8240 0.083
H -1.0003 -1.6118 -0.1175 0.098
H 0.8739 -2.4575 0.0063 0.071
H 2.4011 -1.8463 -0.0982 0.016
```



Entry 6:
Computed, not measured: a gas-phase ion, C3H6NOS (charge -1), with ωB97M-V with the def2-TZVPD basis set.

Summary:
- Net charge: -1
- LUMO energy: 4.08 eV
- SMILES: N[C@@H](C=O)C[S-]
- Energy relative to the best compared isomer or geometry (same formula, charge and spin): 2.435 eV
- HOMO level: -2.8 eV
- Total energy: -17580.6301 eV

Geometry as XYZ:
```
12
Properties=species:S:1:pos:R:3:lowdin_charge:R:1
O -0.5780 2.1689 -1.3152 -0.061
C 0.2232 1.2751 -0.8465 -0.234
C -0.1802 0.4045 0.2478 -0.456
C -0.6470 -1.0115 -0.3854 -0.791
S 0.6653 -2.0125 -1.0737 0.139
N 0.8369 0.0561 1.3222 -0.043
H 1.3441 1.3031 -1.1203 0.134
H -0.8150 0.9806 1.0071 0.143
H -1.4092 -1.4653 0.3657 0.059
H -1.3208 -0.6901 -1.2988 0.051
H 1.5561 -0.5680 0.9913 -0.016
H 0.3245 -0.4407 2.1057 0.075
```



Entry 7:
Computed, not measured: a single C3H6NP molecule, with ωB97M-V with the def2-TZVPD basis set.

Summary:
- Net charge: 0
- LUMO energy: 0.91 eV
- SMILES: C#CCNP
- Energy relative to the best compared isomer or geometry (same formula, charge and spin): 2.785 eV
- HOMO level: -8.7 eV
- Total energy: -13983.0428 eV

Geometry as XYZ:
```
11
Properties=species:S:1:pos:R:3:lowdin_charge:R:1
C 0.1833 2.6983 -0.3628 0.110
C 0.4790 1.5777 -0.0283 -0.162
C 0.6653 0.1495 0.1985 -0.133
N -0.8013 -0.5795 -0.5730 -0.301
P -1.0805 -2.0707 0.2123 0.673
H -0.1187 3.6848 -0.5927 0.019
H 0.5760 -0.1613 1.1398 0.008
H 1.5732 -0.0740 -0.2914 0.083
H -0.6478 -0.6673 -1.5095 -0.028
H 0.0136 -2.9469 0.2682 -0.156
H -0.8423 -1.6106 1.5390 -0.112
```



Entry 8:
Computed, not measured: a single C3H6O molecule, with ωB97M-V with the def2-TZVPD basis set.

Summary:
- Net charge: 0
- LUMO energy: 1.11 eV
- Energy relative to the best compared isomer or geometry (same formula, charge and spin): 3.026 eV
- HOMO level: -8.5 eV
- Total energy: -5252.6683 eV

Geometry as XYZ:
```
10
Properties=species:S:1:pos:R:3:lowdin_charge:R:1
C 0.9739 1.4643 -0.0709 -0.122
C -0.3121 0.7353 0.1947 -0.097
C -0.9588 -1.4902 0.0914 -0.079
O 0.0453 -0.5167 0.3707 -0.171
H 1.1431 2.3212 0.5842 0.069
H 0.8057 1.8724 -1.0784 0.075
H 1.8404 0.7924 -0.0939 0.070
H -1.8369 -0.9700 -0.2936 0.077
H -1.1911 -2.0871 0.9742 0.086
H -0.5096 -2.1216 -0.6783 0.090
```



Entry 9:
Computed, not measured: 2 unconnected molecules or ions with the total composition C3H6O, with ωB97M-V with the def2-TZVPD basis set.

Summary:
- Net charge: 0
- LUMO energy: 0.93 eV
- SMILES: C=C.C=O
- Energy relative to the best compared isomer or geometry (same formula, charge and spin): 2.060 eV
- HOMO level: -10.3 eV
- Total energy: -5253.6341 eV

Geometry as XYZ:
```
10
Properties=species:S:1:pos:R:3:lowdin_charge:R:1
C -1.7980 -1.3876 3.6111 -0.085
C -2.7844 -2.1442 3.1760 -0.093
H -1.2489 -1.3310 4.5359 0.045
H -1.4982 -0.6400 2.8709 0.045
H -3.2147 -2.9110 3.8254 0.043
H -3.3047 -2.1043 2.2319 0.044
O 1.8056 2.1877 -3.2973 0.001
C 2.7227 1.4438 -3.4640 -0.156
H 2.5553 0.3630 -3.5974 0.077
H 3.7454 1.8083 -3.6478 0.077
```



Entry 10:
Computed, not measured: a single C3H6O molecule, with ωB97M-V with the def2-TZVPD basis set.

Summary:
- Net charge: 0
- LUMO energy: 0.97 eV
- SMILES: OC1CC1
- Energy relative to the best compared isomer or geometry (same formula, charge and spin): 2.763 eV
- HOMO level: -9.5 eV
- Total energy: -5252.9313 eV

Geometry as XYZ:
```
10
Properties=species:S:1:pos:R:3:lowdin_charge:R:1
O 1.6801 -0.4996 -0.2644 -0.002
C 0.3535 -0.1957 -0.4538 -0.448
C -0.3351 1.0500 0.0531 -0.105
C -0.7721 -0.3063 0.5432 -0.106
H 1.7189 -1.3097 0.2577 0.101
H -0.0242 -0.5667 -1.4498 0.143
H -1.0111 1.6210 -0.5808 0.090
H 0.3211 1.6878 0.6517 0.110
H -1.1412 -0.8493 -0.3569 0.102
H -0.7898 -0.6314 1.5999 0.113
```



| no. | largest force on an atom (eV/A) |
| --- | --- |
| 1 | 1.82 |
| 2 | 1.36 |
| 3 | 4.54 |
| 4 | 1.55 |
| 5 | 3.52 |
| 6 | 5.06 |
| 7 | 6.59 |
| 8 | 0.67 |
| 9 | 2.38 |
| 10 | 3.76 |